ORCA calculation (wB97M-V/def2-TZVPD) on C23H35NOP2Ti as an isolated structure.

Computed properties:
Energy above the lowest of the compared OMol25 structures with the same formula, charge and spin = 0.0000 eV
E_tot = -69646.0562 eV
Frontier orbital gap (alpha / beta) = 0.174 / 0.110 hartree
Max |F| = 3.59 eV/Å
M = 451.4 g/mol

XYZ file:
```
63
Properties=species:S:1:pos:R:3:mulliken_charge:R:1
Ti 0.663 0.586 -1.046 0.251
P 2.453 1.392 -2.642 1.124
P -0.979 2.048 0.209 1.338
O 1.225 -0.224 0.520 -0.010
N -0.292 -0.404 -2.138 -0.615
C -0.317 -0.591 3.109 -0.197
C -1.069 -2.455 -3.133 -0.171
C -1.748 -0.290 -4.061 0.017
C -2.061 3.437 -0.211 -1.288
C 3.279 -0.121 -3.261 -1.332
C -2.469 -0.160 4.257 -0.159
C 3.007 0.063 2.136 -1.502
C -2.096 0.670 0.669 -1.188
C 1.830 -0.822 1.715 1.787
C -2.455 -0.951 -5.056 -0.671
C 3.822 2.502 -2.203 -1.209
C -3.453 -0.546 5.162 -0.591
C -1.161 -2.132 4.854 -0.630
C -1.015 -1.025 -3.073 -0.335
C 0.899 -0.955 2.837 -1.021
C -1.302 -0.953 4.065 0.525
C -2.469 -2.353 -5.110 -0.377
C -3.307 -1.727 5.905 -0.404
C -1.770 -3.095 -4.144 -0.506
C -0.235 2.421 1.835 -1.138
C 2.344 -2.196 1.279 -1.731
C -2.157 -2.517 5.743 -0.477
C 1.758 2.113 -4.168 -1.131
H 4.045 2.381 -1.135 0.330
H 4.722 2.268 -2.786 0.381
H 2.658 1.074 2.376 0.292
H 3.778 0.085 -4.217 0.442
H -3.070 3.274 0.192 0.397
H 3.068 -2.092 0.465 0.327
H -1.777 -4.186 -4.182 0.354
H 3.527 3.543 -2.383 0.377
H -3.003 -0.368 -5.799 0.343
H -4.084 -2.030 6.608 0.348
H 1.508 -2.808 0.924 0.362
H -1.659 0.105 1.506 0.116
H 3.512 -0.342 3.022 0.389
H -2.042 -3.437 6.318 0.347
H -4.340 0.078 5.290 0.342
H -3.023 -2.865 -5.899 0.354
H -2.234 -0.003 -0.187 0.299
H 0.780 2.811 1.682 0.280
H 4.017 -0.469 -2.527 0.354
H 2.832 -2.723 2.107 0.445
H 2.407 1.883 -5.024 0.416
H 1.672 3.200 -4.048 0.358
H -2.115 3.506 -1.305 0.333
H 2.533 -0.914 -3.402 0.328
H 0.759 1.698 -4.351 0.199
H -0.528 -3.008 -2.361 0.397
H -0.844 3.171 2.357 0.424
H -1.723 0.802 -4.003 0.319
H 3.741 0.133 1.325 0.349
H -0.254 -2.729 4.730 0.297
H -3.063 1.093 0.969 0.426
H -0.176 1.494 2.429 0.016
H -1.644 4.373 0.184 0.402
H -2.565 0.763 3.678 0.290
H 1.658 -1.479 3.398 0.208
```